No. 1
Molecular formula: C5H7N3O
Method: DFT, ωB97M-V/def2-TZVPD

Values from the calculation:
LUMO level   -0.0780 eV
F_max   0.1265 Eh/bohr
SMILES   C=C1N=C(N)C(=O)N1C
Frontier orbital gap   8.50 eV
HOMO   -0.3151 hartree

The geometry in XYZ format:
```
16
Properties=species:S:1:pos:R:3:forces:R:3
O -1.743 1.826 -0.187 0.42 0.62 -0.22
N -0.791 -1.500 -0.007 2.44 1.11 -1.29
N -2.946 -0.620 -0.058 -3.46 -3.94 3.84
N 0.392 0.560 -0.035 -2.20 1.78 -0.61
C 1.744 -1.429 -0.123 3.24 -1.16 -1.21
C -1.096 0.828 -0.236 4.19 -0.19 0.78
C -1.609 -0.545 -0.223 -0.68 0.41 1.70
C 1.597 1.485 0.038 -2.62 1.14 3.59
C 0.542 -0.825 -0.131 -0.10 -1.39 0.95
H 2.751 -0.849 -0.210 -2.33 -0.40 0.33
H -3.071 -1.695 0.513 0.01 4.12 -2.43
H 2.279 1.056 0.813 -0.44 0.23 -0.86
H 2.019 1.527 -0.909 1.03 0.38 -1.57
H 1.327 2.595 0.500 0.25 -2.99 -1.59
H 2.135 -2.527 -0.285 -2.13 1.98 0.62
H -3.531 0.114 0.540 2.36 -1.72 -2.04
```
Forces are in eV/Å.

No. 2
Molecular formula: C18H22F2N2O3
Method: DFT, ωB97M-V/def2-TZVPD

Values from the calculation:
LUMO level   0.5495 eV
F_max   0.0496 Eh/bohr
SMILES   C[C@@H](Cn1ccnc1O)c1ccc(OC(F)F)c(OC2CCCC2)c1
Frontier orbital gap   8.91 eV
HOMO   -0.3072 hartree

The geometry in XYZ format:
```
47
Properties=species:S:1:pos:R:3:forces:R:3
F -3.780 1.908 -1.648 -0.02 -0.60 -0.24
F -3.560 0.847 -3.577 -0.07 -0.03 0.93
O -0.221 0.216 -1.854 -0.91 1.12 0.60
O -3.046 -0.278 -1.701 0.12 1.59 -1.06
O 1.795 3.081 2.001 0.54 -1.25 0.36
N -0.170 3.703 2.884 -2.31 0.45 0.99
N 0.293 1.575 3.225 1.02 -0.97 0.04
C -2.180 -0.439 -0.630 -0.27 -0.26 1.14
C -0.030 -0.339 0.483 -1.28 -0.60 0.64
C 0.787 -1.744 -2.773 -0.26 -0.71 1.15
C -2.772 -0.951 0.547 1.17 0.92 -0.64
C 2.276 -0.559 -4.347 -0.33 0.12 -0.57
C -2.012 -1.104 1.702 0.90 0.18 -1.30
C 1.009 -0.314 -2.303 -0.30 -0.68 -0.20
C 1.839 -1.935 -3.819 1.06 -0.28 -0.43
C 1.091 -2.140 2.788 -0.96 -0.85 -0.09
C 1.412 0.416 -3.596 -0.03 0.61 0.88
C -3.034 1.009 -2.334 0.96 -0.96 0.04
C -0.793 -0.174 -0.665 0.22 -0.45 -0.59
C -1.264 3.101 3.537 0.69 -0.35 0.00
C 0.698 2.766 2.730 -0.58 0.91 -0.55
C -0.982 1.790 3.789 0.15 0.23 -0.73
C 1.077 0.323 3.197 -1.21 0.20 -1.43
C -0.637 -0.817 1.658 -0.36 0.94 -0.23
C 0.199 -0.913 2.901 0.25 0.12 0.55
H 2.141 -0.437 -5.434 0.21 -0.14 0.41
H -0.497 -1.046 3.740 0.22 -0.04 -0.01
H -2.481 -1.445 2.597 -0.14 -0.19 0.56
H 1.020 -0.107 0.501 0.17 0.07 -0.23
H 0.463 -3.032 2.977 0.37 0.24 -0.56
H 1.637 0.175 4.083 0.30 -0.09 1.23
H 1.449 -2.570 -4.594 0.33 -0.48 -0.39
H 1.643 4.012 1.770 0.01 -0.24 0.08
H 1.588 -2.196 1.821 -0.20 -0.09 -0.15
H -1.633 0.986 4.130 0.54 0.29 0.01
H 3.306 -0.321 -4.094 0.23 -0.37 -0.22
H 1.807 -0.317 -1.524 -0.47 0.40 -0.46
H -0.241 -1.909 -3.136 0.33 0.44 -0.05
H 0.920 -2.476 -1.951 -0.14 0.37 -0.31
H 1.829 0.393 2.412 -0.04 0.33 -0.15
H 1.854 -2.201 3.517 0.89 0.25 1.04
H 2.735 -2.344 -3.353 -0.12 -0.64 -0.21
H 0.512 0.669 -4.159 -0.06 0.10 0.20
H -2.008 1.399 -2.445 -0.49 -0.16 0.20
H -2.211 3.574 3.789 0.55 0.22 -0.21
H -3.826 -1.138 0.529 -0.36 -0.10 0.00
H 1.996 1.303 -3.369 -0.34 0.44 -0.04
```
Forces are in eV/Å.

No. 3
Molecular formula: C13H7BCl2O4
Method: DFT, ωB97M-V/def2-TZVPD

Values from the calculation:
LUMO level   0.2513 eV
F_max   0.0891 Eh/bohr
Frontier orbital gap   9.19 eV
HOMO   -0.3284 hartree

The geometry in XYZ format:
```
27
Properties=species:S:1:pos:R:3:forces:R:3
Cl -5.407 0.570 -4.068 0.45 -0.05 1.21
Cl -6.386 1.101 -1.060 -2.36 0.70 0.17
O 5.621 -1.349 1.466 0.83 0.37 1.23
O -1.632 0.249 0.574 -0.58 0.38 -2.50
O 5.115 0.307 3.016 -0.66 -1.00 -1.08
O -0.777 -0.034 -1.694 -0.40 -0.22 1.56
C -4.747 0.887 -1.338 -1.80 -1.35 -1.05
C -2.622 0.477 -0.387 -1.98 -0.51 -1.43
C 1.690 -1.499 0.044 -0.58 0.32 -0.60
C 1.325 0.545 1.256 -0.77 -1.00 -1.48
C 0.854 -0.441 0.360 -1.44 1.66 -0.14
C 2.638 0.520 1.637 -1.13 2.45 1.86
C 3.460 -0.512 1.377 0.98 -0.66 0.94
C -3.022 0.350 -2.819 1.92 -1.20 -0.55
C -4.026 0.790 -0.198 3.90 0.38 1.27
C 4.861 -0.575 1.988 -0.95 -0.11 -1.34
C -2.109 0.201 -1.732 -3.96 1.91 1.30
C -4.385 0.503 -2.625 1.57 1.25 -0.26
C 2.945 -1.556 0.631 0.94 -1.72 -0.68
B -0.593 -0.061 -0.293 3.59 -1.37 1.16
H 1.294 -2.179 -0.725 0.70 -0.19 0.66
H 0.636 1.322 1.537 0.14 0.38 0.23
H 3.558 -2.461 0.499 -0.20 0.60 -0.10
H 2.919 1.339 2.287 0.52 -0.06 -0.02
H 5.992 0.139 3.376 0.30 -0.15 -0.17
H -2.678 0.252 -3.863 0.04 -0.11 0.72
H -4.523 1.113 0.754 0.94 -0.69 -0.92
```
Forces are in eV/Å.

No. 4
Molecular formula: C16H22ClNO3
Method: DFT, ωB97M-V/def2-TZVPD

Values from the calculation:
LUMO level   0.7236 eV
F_max   0.0122 Eh/bohr
SMILES   Cc1cc(O[C@@H](C)C(=O)NC[C@@H]2CCCO2)cc(C)c1Cl
Frontier orbital gap   9.14 eV
HOMO   -0.3091 hartree

The geometry in XYZ format:
```
43
Properties=species:S:1:pos:R:3:forces:R:3
Cl 3.302 -1.446 4.281 0.09 -0.11 0.19
O 1.068 1.290 -0.395 -0.09 0.10 0.14
O -3.694 0.600 -0.164 0.19 -0.13 0.15
O -0.090 -1.383 -2.447 0.08 -0.21 -0.27
N -1.070 -0.331 -0.702 -0.31 0.21 0.19
C 2.269 -1.444 1.789 0.07 0.07 0.16
C -3.357 1.465 -2.313 -0.11 -0.02 0.22
C 2.642 -0.667 2.879 -0.12 0.08 -0.25
C 1.598 0.570 0.641 0.18 -0.01 0.35
C 2.909 1.530 4.071 -0.01 0.02 -0.02
C 2.424 -2.932 1.817 -0.01 0.00 -0.02
C 1.744 -0.810 0.671 -0.07 0.15 -0.17
C -3.468 -0.054 -2.449 -0.03 0.07 0.15
C -3.497 -0.545 -0.988 0.24 -0.56 -0.09
C 2.501 0.719 2.882 0.00 -0.09 -0.01
C -2.189 -1.227 -0.561 -0.46 0.03 -0.03
C -4.053 1.699 -0.974 -0.11 0.30 -0.25
C 2.206 0.278 -2.333 -0.26 0.11 0.16
C -0.128 -0.467 -1.650 0.04 0.47 0.26
C 1.977 1.321 1.752 -0.09 -0.11 -0.24
C 0.895 0.685 -1.665 0.24 -0.19 -0.55
H 2.729 2.587 3.897 -0.01 0.08 0.00
H 2.351 1.215 4.952 0.02 0.03 0.09
H 1.446 -1.420 -0.167 0.03 -0.09 -0.05
H 1.853 2.392 1.712 -0.01 0.15 0.01
H -2.635 -0.488 -2.997 0.01 -0.06 -0.06
H 3.967 1.381 4.283 0.04 0.03 0.08
H -2.312 1.770 -2.251 0.00 0.04 -0.01
H -5.145 1.727 -1.109 0.08 0.05 0.02
H -1.080 0.496 -0.124 0.17 -0.05 -0.07
H -3.736 2.608 -0.461 -0.06 -0.02 -0.04
H 2.070 -3.374 0.890 -0.02 -0.04 -0.06
H -4.396 -0.323 -2.954 0.01 -0.02 -0.03
H 3.471 -3.199 1.959 0.03 -0.09 0.02
H -4.323 -1.253 -0.825 0.10 0.09 -0.02
H 2.798 -0.351 -1.674 0.06 -0.07 -0.02
H -1.999 -2.098 -1.190 -0.06 0.03 0.12
H 2.787 1.161 -2.586 0.02 0.07 0.01
H 1.976 -0.280 -3.237 0.03 -0.03 -0.04
H -3.834 2.001 -3.129 0.01 0.06 -0.05
H 1.863 -3.355 2.648 0.01 -0.09 0.03
H -2.272 -1.535 0.485 0.01 -0.06 -0.07
H 0.433 1.485 -2.263 0.05 -0.20 0.10
```
Forces are in eV/Å.